1.
C12H10CeCl4O2 | wB97M-V/def2-TZVPD

```
29
Properties=species:S:1:pos:R:3:nbo_charge:R:1
C 1.625 -2.089 1.980 -0.272
C 1.717 -2.123 0.539 -0.352
C 0.372 -2.293 0.024 -0.408
H 2.618 -1.937 -0.041 0.273
C -0.509 -2.470 1.128 -0.263
C 0.234 -2.236 2.321 -0.285
H -0.131 -2.487 3.288 0.245
H 2.447 -1.962 2.714 0.259
H 0.087 -2.343 -1.018 0.274
H -1.593 -2.645 1.100 0.251
Ce 0.498 0.117 0.686 1.627
Cl 2.745 1.257 0.594 -0.359
C 0.906 2.175 -2.228 -0.246
C -0.324 1.523 -2.547 -0.347
C -0.014 0.303 -3.224 -0.297
H -1.323 1.906 -2.337 0.224
C 1.407 0.198 -3.317 -0.283
C 1.976 1.356 -2.709 -0.320
H 3.040 1.590 -2.643 0.219
H 1.009 3.143 -1.734 0.220
H -0.737 -0.410 -3.628 0.213
H 1.960 -0.613 -3.798 0.212
Cl -3.658 -0.069 2.645 0.069
C -3.130 1.588 2.371 -0.217
Cl -4.345 2.469 1.444 0.076
Cl -2.746 2.548 3.790 0.074
C -1.739 1.298 1.686 0.750
O -0.806 0.908 2.485 -0.694
O -1.587 1.295 0.428 -0.646
```

## Properties
LUMO level (alpha / beta)	-2.675 / -2.681	eV
HOMO (alpha / beta)	-7.162 / -7.174	eV

---

2.
C5H6S3 | wB97M-V/def2-TZVPD

```
14
Properties=species:S:1:pos:R:3:nbo_charge:R:1
C -1.690 0.184 -1.313 -0.392
C -0.728 -0.528 -0.733 -0.173
C 0.237 -0.146 0.370 -0.346
S -0.175 -1.071 1.820 0.035
C 0.374 1.316 0.731 -0.503
S 2.153 1.406 0.427 0.339
C 1.711 -0.257 0.048 -0.263
S 2.581 -1.490 -0.463 0.066
H -2.275 -0.265 -2.148 0.215
H -2.020 1.190 -1.011 0.197
H -0.508 -1.541 -1.092 0.220
H 0.419 -2.226 1.499 0.143
H -0.230 1.978 0.098 0.231
H 0.150 1.449 1.769 0.230
```

## Properties
LUMO level	-0.372	eV
structure (SMILES)	C=C[C@]1(S)CSC1=S
energy relative to the best compared isomer or geometry (same formula, charge and spin)	1.447	eV
HOMO	-8.913	eV

---

3.
C4H6 | wB97M-V/def2-TZVPD

```
10
Properties=species:S:1:pos:R:3:nbo_charge:R:1
C 1.960 -0.819 -0.337 -0.613
C 0.722 -0.497 -0.086 0.207
C -0.450 -0.195 0.377 -0.394
C -1.127 1.091 0.083 -0.605
H 1.647 -1.636 0.466 0.304
H 2.239 -1.187 -1.318 0.221
H -0.993 -0.966 0.889 0.233
H -2.116 0.822 -0.268 0.218
H -0.640 1.621 -0.728 0.217
H -1.243 1.766 0.923 0.212
```

## Properties
LUMO level	0.727	eV
structure (SMILES)	C=C=CC
energy relative to the best compared isomer or geometry (same formula, charge and spin)	2.762	eV
HOMO	-8.018	eV

---

4.
C10H10Cl2N2O | wB97M-V/def2-TZVPD

```
25
Properties=species:S:1:pos:R:3:nbo_charge:R:1
C -2.794 1.326 -1.043 -0.228
C -2.543 0.017 -0.827 -0.172
C -1.716 2.262 -1.115 -0.195
C -1.178 -0.435 -0.639 -0.292
C -0.441 1.780 -0.998 -0.242
C -0.157 0.423 -0.721 0.257
C 3.289 -1.982 1.826 -0.044
C 1.986 -1.111 1.703 -0.254
C 1.009 -3.116 1.007 0.127
C 1.355 -1.294 -0.586 0.095
N 3.390 -3.122 1.460 -0.180
N 1.174 -1.789 0.763 -0.526
O 1.207 0.020 -0.718 -0.495
Cl 0.084 -3.567 2.475 -0.041
Cl 0.685 -4.136 -0.365 0.022
H -3.736 1.625 -1.377 0.213
H -3.269 -0.682 -0.682 0.210
H -1.877 3.394 -1.056 0.228
H -1.066 -1.534 -0.408 0.231
H 0.424 2.473 -1.202 0.227
H 4.283 -1.284 1.950 0.203
H 1.542 -1.208 2.604 0.227
H 2.104 -0.063 1.504 0.244
H 2.501 -1.564 -0.808 0.179
H 0.640 -1.776 -1.304 0.207
```

## Properties
⟨S²⟩	2.015
LUMO level (alpha / beta)	0.737 / -1.517	eV
energy relative to the best compared isomer or geometry (same formula, charge and spin)	0.022	eV
HOMO (alpha / beta)	-6.763 / -9.333	eV
spin multiplicity	3

---

5.
C22H23CrO3Si | wB97M-V/def2-TZVPD

```
50
Properties=species:S:1:pos:R:3:nbo_charge:R:1
C 3.555 1.837 0.180 -0.634
C 3.653 2.472 1.582 -0.643
Si 3.264 1.398 3.064 1.419
C 2.654 -0.312 2.523 -1.123
C 1.770 2.198 3.882 -1.044
H -1.022 2.194 0.580 0.239
H 4.329 2.263 -0.473 0.301
H 3.695 0.751 0.197 0.250
H 2.591 2.052 -0.300 0.249
H 4.671 2.870 1.749 0.318
H 2.977 3.339 1.629 0.268
H 3.256 -1.063 3.065 0.279
H 1.602 -0.420 2.812 0.255
H 2.714 -0.502 1.450 0.254
H 2.016 2.411 4.929 0.289
H 1.494 3.136 3.379 0.257
H 0.900 1.525 3.837 0.268
O 0.031 -5.489 -1.664 -0.367
C -0.723 -4.766 -1.149 0.743
Cr -1.691 -3.483 -0.138 -0.679
C -0.191 -2.369 -0.387 0.762
O 0.851 -1.847 -0.457 -0.444
C -0.621 -4.123 1.295 0.750
O 0.209 -4.497 2.022 -0.408
C -3.629 -4.516 -0.161 -0.174
C -3.426 -3.845 -1.378 -0.146
C -3.077 -2.492 -1.386 -0.199
C -3.024 -1.751 -0.187 0.018
C -2.586 -0.357 -0.236 -0.108
C -2.132 0.754 -0.407 0.160
C -1.542 2.093 -0.351 -0.507
C -0.613 2.437 -1.503 -0.035
C -0.003 3.693 -1.492 -0.171
C 0.748 4.140 -2.581 -0.216
C 0.870 3.314 -3.705 -0.193
C 0.355 2.015 -3.689 -0.192
C -0.376 1.563 -2.577 -0.227
C -3.123 -2.456 1.023 -0.211
C -3.460 -3.821 1.039 -0.151
H -3.887 -5.583 -0.156 0.283
H -3.509 -4.380 -2.327 0.281
H -2.852 -1.968 -2.324 0.282
H -2.381 2.807 -0.329 0.274
H -0.151 4.326 -0.609 0.204
H 1.194 5.137 -2.550 0.234
H 1.411 3.675 -4.579 0.236
H 0.484 1.347 -4.546 0.232
H -0.780 0.553 -2.534 0.211
H -2.924 -1.921 1.948 0.275
H -3.570 -4.341 1.990 0.280
```

## Properties
⟨S²⟩	3.767
LUMO level (alpha / beta)	-5.585 / -11.418	eV
charge	+2
HOMO (alpha / beta)	-13.977 / -13.836	eV
spin multiplicity	4

---

6.
C5H8Ag4Br4O3 | wB97M-V/def2-TZVPD

```
24
Properties=species:S:1:pos:R:3:nbo_charge:R:1
Ag -13.911 -6.805 -23.120 0.884
Ag -17.483 -6.318 -19.153 0.874
Ag -13.300 -7.785 -18.883 0.965
Ag -15.817 -9.086 -21.043 0.959
C -14.956 -6.264 -20.441 0.882
O -15.225 -6.200 -19.274 -0.890
O -13.771 -6.193 -20.769 -0.894
O -15.885 -6.440 -21.326 -0.937
Br -14.468 -3.315 -14.693 0.060
C -16.190 -3.904 -15.369 -0.476
C -16.278 -3.974 -16.928 -0.450
Br -18.135 -4.107 -17.495 0.017
H -16.914 -3.145 -15.075 0.234
H -16.506 -4.846 -14.920 0.230
H -15.622 -4.772 -17.275 0.222
H -15.926 -3.120 -17.508 0.243
Br -10.084 -2.497 -23.679 0.007
C -9.863 -3.711 -22.090 -0.451
C -11.066 -4.617 -21.986 -0.404
Br -11.082 -6.009 -23.405 -0.037
H -9.881 -3.059 -21.217 0.250
H -8.877 -4.163 -22.198 0.251
H -12.025 -4.107 -22.085 0.238
H -11.142 -5.197 -21.067 0.224
```

## Properties
LUMO level	-9.898	eV
charge	+2
energy relative to the best compared isomer or geometry (same formula, charge and spin)	1.060	eV
HOMO	-14.442	eV

---

7.
C3H4Cl2Si | wB97M-V/def2-TZVPD

```
10
Properties=species:S:1:pos:R:3:nbo_charge:R:1
C -0.909 -1.266 1.653 -0.284
C 0.219 -0.703 1.345 0.114
C -0.208 -1.780 0.404 -0.397
Si 1.018 2.514 -1.543 0.903
Cl 0.825 3.918 -0.122 -0.359
Cl -0.701 1.993 -2.455 -0.380
H -1.687 -1.487 2.193 0.215
H 0.335 -2.756 0.279 0.176
H -0.504 -1.590 -0.609 0.177
H 1.612 1.158 -1.145 -0.164
```

## Properties
⟨S²⟩	2.010
LUMO level (alpha / beta)	0.806 / -1.603	eV
energy relative to the best compared isomer or geometry (same formula, charge and spin)	0.952	eV
HOMO (alpha / beta)	-7.979 / -9.657	eV
spin multiplicity	3

---

Which max |F| belongs to each record? In order, 0.0411; 0.0329; 0.0400; 0.1106; 0.1070; 0.1389; 0.1102 Eh/bohr.